[1]
This record from the Open Molecules 2025 dataset describes C24H43Br3CsKLiN3NaO8 as an isolated structure. The level of theory is ωB97M-V/def2-TZVPD.

Last column: Mulliken charge in e.
Positions of all 85 atoms, in Å:
C 7.1656 -2.4800 -0.8744  -1.28
C 6.0044 -1.8625 -0.5545  0.30
C 5.8473 -0.4180 -0.7265  0.44
O 6.6065 0.2919 -0.0677  -0.63
O 4.9240 0.0467 -1.5875  -0.19
C 4.5038 1.4018 -1.3415  -0.25
C 3.0186 1.6732 -1.6837  -0.55
C 1.9579 0.5305 -1.5721  1.31
C 1.4527 0.1638 -2.9781  -1.44
C 0.2993 -0.8520 -3.0381  -1.31
C 0.3768 -1.9742 -2.0066  0.06
N -0.7528 -1.9252 -0.9962  0.24
C -1.0480 -0.6270 -0.3574  0.19
O -0.2169 -0.5443 0.7701  -0.44
C 0.2967 -1.8380 1.1099  -0.60
C -0.4014 -2.8360 0.1453  0.38
C -1.5550 -3.6563 0.7781  -1.29
C -2.9306 -2.9982 0.6584  0.16
C -3.1985 -2.0378 1.8219  -0.74
Br -4.5051 -0.6780 1.3601  -0.13
H 7.7215 -3.0817 -0.1683  0.24
H 7.5546 -2.3448 -1.8909  0.53
H 4.9938 -2.4735 -0.1620  0.14
H 4.6932 1.6995 -0.3159  0.13
H 5.0625 2.0237 -2.0400  0.33
H 2.7248 2.5032 -1.0183  0.18
H 2.9460 2.0640 -2.6956  0.42
H 2.2806 -0.3393 -1.0005  0.11
H 1.0742 0.9370 -1.0563  -0.83
H 2.3100 -0.1501 -3.5734  0.44
H 1.0591 1.0875 -3.4093  0.41
H -0.6823 -0.3836 -2.9563  0.56
H 0.3200 -1.3045 -4.0275  0.41
H 0.2156 -2.9143 -2.5286  0.48
H 1.3374 -2.0521 -1.5143  -0.45
H -1.6461 -2.1776 -1.5533  -0.16
H -0.9666 0.2211 -1.0350  0.59
H -2.1090 -0.6367 -0.1022  -0.30
H 1.3570 -1.9183 0.8724  0.01
H 0.1739 -2.1011 2.1564  0.57
H 0.2728 -3.5965 -0.2396  0.42
H -1.5854 -4.6293 0.2899  0.42
H -1.3443 -3.8486 1.8330  0.46
H -3.0004 -2.5464 -0.3509  -0.58
H -3.6911 -3.7775 0.7026  0.68
H -2.2679 -1.5657 2.1271  0.26
H -3.5968 -2.6144 2.6511  0.53
Br 3.4154 -3.1779 -0.4791  -0.45
Li 1.1379 2.2747 0.3085  0.98
C -5.3651 3.9620 -0.1441  -1.21
C -4.3443 3.2438 0.7487  0.32
O -3.0846 3.6707 0.4327  -1.01
H -5.1747 3.7388 -1.1918  0.30
H -6.3890 3.6398 0.0845  0.34
H -5.3188 5.0424 0.0021  0.27
H -4.5553 2.1623 0.6272  -0.04
H -4.6948 3.4301 1.8066  0.17
K -2.8603 3.6744 2.6100  0.85
Br -3.5068 -1.9179 -2.3633  -0.67
N 2.3414 -4.1954 -4.1741  0.69
O 3.5591 -4.2572 -4.3610  -0.46
O 1.5958 -3.6937 -5.0526  -0.69
O 1.8329 -4.6645 -3.1380  -0.51
Cs 1.5846 -6.0919 -5.4200  0.98
N -7.3555 -0.7763 4.7938  -0.53
C -6.8580 -0.0752 3.7737  0.25
C -7.3291 1.1761 3.4020  -0.16
C -8.3755 1.7294 4.1227  -0.49
C -8.9047 1.0126 5.1835  -0.32
C -8.3595 -0.2290 5.4763  -0.26
H -6.0400 -0.5360 3.2226  -0.08
H -6.8868 1.7008 2.5637  0.45
H -8.7734 2.7020 3.8613  0.39
H -9.7226 1.4050 5.7720  0.37
H -8.7434 -0.8209 6.3002  0.37
Na 8.2268 -0.1069 -1.3731  0.93
C 6.2715 3.8218 1.1373  -0.78
C 6.3574 4.6715 -0.1164  -0.17
O 5.4274 5.7482 -0.0866  -0.54
H 5.2601 3.4270 1.2579  0.14
H 6.9696 2.9847 1.0981  0.19
H 6.4935 4.4162 2.0254  0.43
H 6.1146 4.0791 -0.9989  0.14
H 7.3691 5.0699 -0.2414  0.32
H 5.6331 6.2988 0.6757  0.32

The largest force on an atom is 5.8 eV Å⁻¹. The total charge is +1.

[2]
This record from the Open Molecules 2025 dataset describes a 4-piece molecular cluster, C24H43BrN3O11P overall. The level of theory is ωB97M-V/def2-TZVPD.

Last column: Mulliken charge in e.
Positions of all 83 atoms, in Å:
C -2.3400 0.6947 1.9151  -0.94
C -1.0980 0.1898 1.2014  0.23
C -0.2351 1.1133 0.1195  1.00
N 1.2737 1.1168 0.1984  0.67
C 1.8785 -0.2672 0.1627  0.36
C 1.9328 -1.3525 1.3884  -0.51
O 2.4895 -0.6433 -0.9948  -0.59
C 1.8043 1.7974 1.4397  0.06
C 3.0793 2.8434 1.2138  -1.13
O 1.3520 1.6563 2.6876  -0.47
C -0.9389 0.6114 -1.3126  0.08
O -1.7170 -0.5891 -0.9696  -0.33
C -1.3458 -1.7535 -1.7872  0.41
C -2.2953 -3.0136 -1.2296  -0.99
P 0.1217 0.6457 -2.9190  0.28
N -0.7999 0.8835 -4.2686  -0.59
O -2.0397 1.5697 -1.6679  -0.15
C -2.1168 2.7730 -0.8168  0.14
O -3.1227 3.6568 -0.7503  -0.62
C -0.6632 2.7104 -0.0428  -0.38
N -0.9318 3.5302 1.1996  -0.28
Br 0.5018 3.9328 -1.1144  -0.04
H -3.3651 0.2369 1.5153  0.21
H -2.2675 1.4798 2.7911  0.26
H -0.8243 -0.9428 1.4567  0.10
H 2.9704 -1.9320 1.2811  0.00
H 1.8082 -0.9032 2.4617  0.29
H 1.0906 -2.1903 1.2690  0.25
H 2.8659 3.7464 1.9600  0.31
H 4.0980 2.3640 1.5766  0.33
H 3.1112 3.2375 0.1112  0.25
H -0.2278 -2.0930 -1.6433  0.16
H -1.6225 -1.6560 -2.9327  -0.16
H -1.7177 -3.7291 -0.5054  0.24
H -3.1910 -2.5043 -0.6276  0.25
H -2.7949 -3.5821 -2.1521  0.32
H 0.8653 -0.6007 -3.0372  0.15
H 1.1316 1.7063 -2.9104  0.09
H -0.4087 1.7623 -4.7101  0.20
H -1.9104 3.4310 1.5522  0.30
H -0.6780 4.5276 1.0095  0.33
C -1.1091 4.0033 7.5255  -0.92
C -0.4414 5.0694 6.6788  -0.33
O 0.9868 4.8940 6.6633  -0.38
C 1.6471 4.0688 5.8209  0.64
C 0.8707 3.0568 5.0344  -0.16
O 2.8768 4.0979 5.7595  -0.61
H -0.9384 3.0010 7.1249  0.26
H -2.1876 4.1739 7.5813  0.35
H -0.6991 4.0100 8.5409  0.30
H -0.8443 5.1137 5.6621  0.33
H -0.6275 6.0509 7.1268  0.30
H 0.8650 2.1070 5.5758  0.20
H 1.3604 2.9194 4.0651  -0.10
H -0.1506 3.3590 4.8168  0.19
C 6.3255 -5.4345 -1.5300  -0.97
C 6.2020 -4.1951 -0.6652  -0.43
O 4.8209 -3.8788 -0.4141  -0.32
C 4.0793 -4.4226 0.5764  0.87
C 4.6006 -5.6269 1.2999  -1.19
O 2.9577 -3.9801 0.8275  -0.58
H 5.9048 -6.3155 -1.0391  0.27
H 7.3737 -5.6380 -1.7658  0.36
H 5.7737 -5.3029 -2.4667  0.30
H 6.7643 -4.2763 0.2703  0.36
H 6.6221 -3.3395 -1.2038  0.32
H 4.2000 -6.5299 0.8315  0.28
H 4.2661 -5.5790 2.3410  0.30
H 5.6856 -5.6838 1.3334  0.41
C -6.4030 0.2074 -6.2183  -0.92
C -6.2754 -1.0516 -5.3829  -0.32
O -5.3226 -1.9599 -5.9640  -0.39
C -3.9883 -1.9049 -5.7565  0.65
C -3.3995 -0.6829 -5.1196  -0.43
O -3.2594 -2.8139 -6.1555  -0.61
H -5.4608 0.7588 -6.2680  0.26
H -7.1691 0.8692 -5.8050  0.34
H -6.6746 -0.0442 -7.2489  0.29
H -6.0318 -0.8403 -4.3370  0.32
H -7.2369 -1.5751 -5.3754  0.31
H -3.0636 0.0042 -5.9008  0.28
H -2.5425 -0.9868 -4.5102  -0.13
H -4.0802 -0.1665 -4.4476  0.22

As for the SMILES: C=C[C@@]1(N(C(C)=O)C(C)=O)[C@](OCC)([PH2]=N)OC(=O)[C@]1(N)Br.CCOC(C)=O.CCOC(C)=O.CCOC(C)=O. The largest force on an atom is 9.4 eV Å⁻¹.

[3]
This record from the Open Molecules 2025 dataset describes C24H43ClIrN4O2 as an isolated structure. The level of theory is ωB97M-V/def2-TZVPD.

Last column: Mulliken charge in e.
Positions of all 75 atoms, in Å:
Ir -0.0590 0.0986 -2.2089  0.15
Cl 1.5429 1.6671 -2.7155  -0.23
C -0.1828 0.4162 1.8956  -0.79
C -0.0428 0.7814 -0.3143  -1.24
N 0.4724 0.0720 0.7424  -0.43
H -1.6319 2.0298 2.2510  0.54
N -0.9639 1.6286 0.2526  0.71
H 0.0332 0.0018 2.8587  0.55
C 1.6658 -0.8035 0.8387  5.61
C 2.4006 -0.4682 2.1388  -3.42
C 1.1974 -2.2504 0.9479  -2.36
H 1.8409 -0.7661 3.0369  0.67
H 3.3525 -1.0155 2.1763  0.59
H 2.6357 0.6013 2.2016  0.00
H 3.4828 -1.2421 -0.2106  0.38
H 2.9689 0.4728 -0.2993  0.42
H 0.4657 -2.4921 0.1665  -0.06
C 2.6157 -0.5679 -0.3181  -1.40
H 0.7248 -2.4239 1.9283  0.32
H 2.0588 -2.9340 0.8542  0.52
H 2.1480 -0.7788 -1.2952  -0.72
C -1.0289 1.4118 1.6055  -0.51
C -3.0226 2.9028 0.2607  -2.04
H -3.0945 3.0628 1.3431  0.38
H -3.5403 3.7387 -0.2311  0.44
C -1.5695 2.8969 -0.2117  3.09
H -1.9232 4.0017 -2.0097  0.54
C -0.8182 4.0612 0.4265  -2.21
H 0.2569 3.9929 0.2164  0.35
H -3.5071 1.9559 -0.0094  0.30
H -2.2515 2.2855 -2.1007  0.13
H -0.9825 4.0691 1.5102  0.38
H -1.2096 5.0009 0.0154  0.41
C -1.5489 3.0133 -1.7041  -2.25
H -0.5475 2.8904 -2.1293  0.36
C 0.8644 -1.5710 -5.8792  -0.40
N 0.6623 -1.7583 -4.5369  -0.26
H 0.0821 -0.0627 -7.2329  0.50
N -0.3760 0.0450 -5.1347  -0.19
H 1.3833 -2.2715 -6.5097  0.60
C 1.1925 -3.0145 -3.9397  4.46
C 1.0940 -4.1425 -4.9756  -3.38
C 2.6664 -2.8121 -3.6173  -1.79
H 1.7962 -4.0340 -5.8150  0.62
H 1.3487 -5.0954 -4.4893  0.41
H 0.0705 -4.2520 -5.3573  0.43
H 0.7714 -4.4299 -2.4050  0.52
H -0.6564 -3.6028 -3.0382  0.47
H 2.8182 -1.8796 -3.0661  -0.02
C 0.3894 -3.4598 -2.7498  -2.05
H 3.2423 -2.7399 -4.5473  0.30
H 3.0531 -3.6523 -3.0226  0.46
H 0.4633 -2.7623 -1.9162  -0.44
C 0.2214 -0.4651 -6.2483  -0.97
C -0.4740 2.4421 -5.4388  -1.85
H 0.0341 2.4347 -6.4072  0.29
H -1.1316 3.3157 -5.3817  0.35
C -1.2917 1.1729 -5.2743  5.08
H -2.7008 2.1304 -4.0297  0.68
C -2.1309 1.0019 -6.5241  -3.49
H -2.6744 0.0524 -6.5160  0.23
H 0.2952 2.5228 -4.6699  0.09
H -1.5804 0.9960 -3.1510  -1.04
H -1.5464 1.0883 -7.4459  0.72
H -2.8730 1.8064 -6.5219  0.40
C -2.1885 1.1688 -4.0814  -1.28
H -2.9142 0.3529 -4.1393  0.56
C 0.0043 -0.6560 -4.0148  -0.31
C -3.3784 -2.4241 -1.0635  -1.61
C -2.5890 -1.1444 -1.3125  1.47
O -3.0860 -0.0165 -1.2938  -0.53
O -1.3130 -1.3913 -1.5407  -1.12
H -4.3725 -2.3637 -1.5135  0.41
H -3.4885 -2.5905 0.0147  0.24
H -2.8537 -3.2899 -1.4791  0.23

As for the expectation value of S²: 8.7610. The largest force on an atom is 4.0 eV Å⁻¹. Its energy relative to the best compared isomer or geometry (same formula, charge and spin) is 83.17 kJ/mol. The total charge is -2. As for the multiplicity: 6.

DFT total energy, respectively: -10217.9050, -4847.0594, -1874.0963 a.u..